Density functional theory data (ωB97M-V/def2-TZVPD) for a 10-piece molecular cluster, C54H122N6O10 overall at a distorted geometry.

Bonds (Å) are listed after each position.
Cartesian coordinates (Å):
1 H -3.3676 -2.2788 3.4195  C183 1.090
2 O -6.8173 -2.4577 -0.9760  H39 0.960, N174 1.402
3 C -1.7755 4.0574 2.6603  N123 1.486, C151 1.537, C171 1.509, C180 1.513
4 H 9.2789 -2.7112 -4.7127  C60 1.090
5 C -0.8332 -0.9355 -2.1127  H27 1.090, C28 1.540, H177 1.090, H186 1.090
6 H 3.7746 -2.2744 -4.4487  C100 1.090
7 H -5.2988 0.0498 -4.3824  C73 1.090
8 H -0.1970 5.0708 -3.2447  O181 0.957
9 N 6.0304 -3.6128 -5.6785  O40 1.382, C54 1.428, C188 1.480
10 H 7.1925 -2.2440 -2.8083  C158 1.090
11 C 3.8446 -3.1414 -6.9014  H88 1.090, H136 1.090, H187 1.090, C188 1.629
12 H 3.3366 -0.1078 -1.3624  C191 1.090
13 H -0.3032 -5.4982 3.8829  C185 1.090
14 H -0.5581 -4.2835 -0.3350  C102 1.090
15 H 5.8063 -3.2457 -3.1703  C158 1.090
16 H 1.8637 1.3174 1.6338  C108 1.090
17 H -1.6693 -1.9147 4.0201  C183 1.090
18 C 1.2296 -0.0483 -3.1278  C28 1.537, C90 1.516, H92 1.090, H145 1.090
19 C -2.1681 -4.4893 1.1363  C102 1.563, C160 1.560, N161 1.478, C166 1.615
20 H -3.4584 3.0558 -0.3373  C163 1.090
21 H 4.1405 2.3739 7.6754  C66 1.090
22 H 0.5156 -2.0758 6.5595  C104 1.090
23 C -2.0233 -4.1044 3.6209  C95 1.538, N161 1.464, C183 1.630, C185 1.528
24 H -3.6809 7.3954 1.0656  C162 1.090
25 C 1.6537 2.8618 -0.6828  H36 1.090, C43 1.536, H71 1.090, H107 1.090
26 H 4.6618 3.3120 6.3035  C66 1.090
27 H -1.6151 -0.8911 -1.3545  C5 1.090
28 C 0.1070 0.2840 -2.1320  C5 1.540, C18 1.537, C129 1.526, N170 1.494
29 H -1.5032 2.1610 3.8131  C151 1.090
30 H 6.4979 -0.8404 -6.6222  C122 1.090
31 H 8.2878 -1.5382 -5.4559  C60 1.090
32 H -6.7342 -2.5784 -5.0412  C75 1.090
33 H 3.4950 1.3805 0.8952  C108 1.090
34 O -2.4715 6.0097 3.8451  N123 1.336, H131 0.960
35 H -5.0628 0.7860 0.2509  C168 1.090
36 H 2.4079 3.4540 -0.1645  C25 1.090
37 H -3.5546 -2.7420 0.9641  C160 1.090
38 C 1.3955 -0.6799 4.4033  C49 1.567, H57 1.090, H80 1.090, H99 1.090
39 H -7.6533 -2.2275 -1.3880  O2 0.960
40 O 6.3601 -4.5809 -6.6080  N9 1.382, H69 0.960
41 H 0.9606 1.7798 7.1516  O192 0.960
42 H -2.9190 -6.3084 0.0612  C166 1.090
43 C 1.8671 1.3429 -0.5977  C25 1.536, C108 1.583, N170 1.441, C191 1.564
44 H -4.7104 1.3886 -2.2532  C96 1.090
45 H -4.9796 5.0108 0.1658  C93 1.090
46 H -7.7893 -0.0271 -0.8783  C103 1.090
47 C 3.4000 2.1181 4.3114  C68 1.575, H70 1.090, H167 1.090, H178 1.090
48 H -1.9225 -2.6126 0.0592  C160 1.090
49 C 1.8875 -0.5110 5.8810  C38 1.567, N64 1.444, C74 1.534, C104 1.557
50 H -1.3621 3.9638 0.5805  C171 1.090
51 H -1.2001 2.0187 -1.9766  C129 1.090
52 C -5.5873 -2.3497 -3.0763  C75 1.581, C89 1.539, C106 1.586, N174 1.443
53 H -5.0155 5.2094 4.0887  C112 1.090
54 C 7.1094 -3.2999 -4.7976  N9 1.428, C60 1.562, C149 1.541, C158 1.525
55 H -3.6108 0.3073 -1.7864  C96 1.090
56 H -4.1529 -5.0239 0.2182  C166 1.090
57 H 0.7299 0.1498 4.1651  C38 1.090
58 H -3.1390 2.7700 3.8967  C151 1.090
59 H 2.5254 -0.1088 0.9487  C108 1.090
60 C 8.4002 -2.6173 -5.3509  H4 1.090, H31 1.090, C54 1.562, H179 1.090
61 H -7.2059 -1.2020 -4.1764  C75 1.090
62 H -6.1038 -0.5718 0.6167  C168 1.090
63 C -1.9105 -2.0226 1.9666  H97 1.090, H121 1.090, C160 1.537, C183 1.543
64 N 2.2852 0.8316 6.2343  C49 1.444, C68 1.504, O192 1.413
65 H 1.2749 5.2041 -3.5732  O181 0.957
66 C 3.8173 2.7523 6.7056  H21 1.090, H26 1.090, C68 1.564, H142 1.090
67 O -1.1513 4.9280 -1.8341  H117 0.957, H147 0.957
68 C 3.5313 1.5338 5.7686  C47 1.575, N64 1.504, C66 1.564, C148 1.504
69 H 5.6968 -5.2451 -6.4068  O40 0.960
70 H 2.7671 3.0053 4.3294  C47 1.090
71 H 1.7444 3.2586 -1.6939  C25 1.090
72 H 0.2467 2.2534 -3.0035  C129 1.090
73 C -4.5080 -0.2021 -3.6758  H7 1.090, C89 1.502, H91 1.090, C96 1.504
74 C 3.0727 -1.4558 6.1146  C49 1.534, C127 1.543, H176 1.090, H190 1.090
75 C -6.8503 -2.2202 -4.0183  H32 1.090, C52 1.581, H61 1.090, H143 1.090
76 H 5.5723 0.9514 5.4013  C148 1.090
77 H -3.3856 5.5832 0.0231  C93 1.090
78 H -0.3329 -5.6677 0.7183  C102 1.090
79 H 3.6666 5.4261 -4.3578  O86 0.957
80 H 0.8488 -1.6194 4.3230  C38 1.090
81 H -6.3853 -4.3114 -2.5774  C106 1.090
82 H 5.2734 -1.0304 -7.7824  C122 1.090
83 H 3.9682 -0.8471 -5.2393  C100 1.090
84 H -4.5767 -4.0816 -2.2786  C106 1.090
85 H -2.5731 -5.3461 5.4058  C95 1.090
86 O 3.3987 4.9509 -3.5713  H79 0.957, H184 0.957
87 C -5.7379 -0.3183 -1.4795  C96 1.521, C103 1.532, C168 1.514, N174 1.512
88 H 3.4430 -3.8717 -6.1990  C11 1.090
89 C -4.3574 -1.6952 -3.7305  C52 1.539, C73 1.502, H134 1.090, H173 1.090
90 C 2.4626 0.8332 -3.0888  C18 1.516, H94 1.090, H110 1.090, C191 1.596
91 H -3.6746 0.2403 -4.2217  C73 1.090
92 H 1.5445 -1.0870 -3.0277  C18 1.090
93 C -4.0096 4.9563 0.6600  H45 1.090, H77 1.090, C141 1.574, C163 1.567
94 H 2.3461 1.8259 -3.5237  C90 1.090
95 C -2.7979 -4.3981 4.9172  C23 1.538, H85 1.090, H98 1.090, H155 1.090
96 C -4.5916 0.3052 -2.2619  H44 1.090, H55 1.090, C73 1.504, C87 1.521
97 H -0.8236 -1.9466 1.9325  C63 1.090
98 H -2.5639 -3.6060 5.6285  C95 1.090
99 H 2.1705 -0.7048 3.6373  C38 1.090
100 C 4.5722 -1.6930 -4.9110  H6 1.090, H83 1.090, C126 1.569, C188 1.566
101 H 4.2384 -0.9809 4.3471  C127 1.090
102 C -0.6774 -4.6339 0.6902  H14 1.090, C19 1.563, H78 1.090, H120 1.090
103 C -7.0816 0.4106 -1.5824  H46 1.090, C87 1.532, H116 1.090, H135 1.090
104 C 0.7037 -1.0201 6.7555  H22 1.090, C49 1.557, H119 1.090, H150 1.090
105 H 6.2649 -0.5780 -4.3967  C126 1.090
106 C -5.4320 -3.9222 -2.9351  C52 1.586, H81 1.090, H84 1.090, H137 1.090
107 H 0.7083 3.2212 -0.2762  C25 1.090
108 C 2.4881 0.9717 0.8100  H16 1.090, H33 1.090, C43 1.583, H59 1.090
109 O -2.6185 -6.2819 2.8211  H152 0.960, N161 1.432
110 H 3.2459 0.3520 -3.6745  C90 1.090
111 H 0.3734 3.5522 2.5009  C180 1.090
112 C -5.0042 4.8799 3.0498  H53 1.090, H124 1.090, H139 1.090, C141 1.558
113 H 0.1464 -3.8847 3.2768  C185 1.090
114 H -5.3399 7.2280 1.6352  C162 1.090
115 H 5.1798 -1.5569 5.7181  C127 1.090
116 H -7.4737 0.3982 -2.5994  C103 1.090
117 H -2.0899 5.0722 -1.9545  O67 0.957
118 O -0.1770 0.6986 0.1424  H133 0.960, N170 1.355
119 H -0.2143 -0.4481 6.6211  C104 1.090
120 H 0.0140 -4.0905 1.3341  C102 1.090
121 H -2.2477 -1.0052 1.7684  C63 1.090
122 C 5.9046 -1.6130 -7.1113  H30 1.090, H82 1.090, C188 1.555, H189 1.090
123 N -2.6374 5.2652 2.7487  C3 1.486, O34 1.336, C141 1.494
124 H -5.1035 3.7946 3.0685  C112 1.090
125 H 5.1404 0.4090 6.8662  C148 1.090
126 C 5.7039 -1.3555 -3.8782  C100 1.569, H105 1.090, H153 1.090, C158 1.469
127 C 4.3464 -0.9162 5.4298  C74 1.543, H101 1.090, H115 1.090, C148 1.589
128 H 8.2868 -4.5366 -3.3155  C149 1.090
129 C -0.5288 1.5514 -2.6971  C28 1.526, H51 1.090, H72 1.090, H144 1.090
130 H -4.0780 2.8532 1.2511  C163 1.090
131 H -1.9548 6.7613 3.5457  O34 0.960
132 H -0.1281 5.1535 1.9920  C180 1.090
133 H -0.0228 -0.0602 0.7100  O118 0.960
134 H -4.2404 -2.0447 -4.7563  C89 1.090
135 H -7.0520 1.4673 -1.3167  C103 1.090
136 H 3.0554 -2.4446 -7.1839  C11 1.090
137 H -5.2743 -4.4000 -3.9020  C106 1.090
138 H 3.8191 1.6012 -1.4321  C191 1.090
139 H -5.9739 5.1772 2.6504  C112 1.090
140 H -0.2404 -4.2174 4.9166  C185 1.090
141 C -3.9578 5.5570 2.1142  C93 1.574, C112 1.558, N123 1.494, C162 1.546
142 H 3.0028 3.4636 6.8423  C66 1.090
143 H -7.7023 -2.7633 -3.6094  C75 1.090
144 H -1.1803 1.3188 -3.5395  C129 1.090
145 H 0.8149 0.0132 -4.1339  C18 1.090
146 H 6.8126 -5.2570 -3.9748  C149 1.090
147 H -0.9019 5.5379 -1.1398  O67 0.957
148 C 4.6778 0.5679 5.8921  C68 1.504, H76 1.090, H125 1.090, C127 1.589
149 C 7.6602 -4.6113 -4.2042  C54 1.541, H128 1.090, H146 1.090, H164 1.090
150 H 0.9356 -0.9205 7.8159  C104 1.090
151 C -2.0972 3.0748 3.7976  C3 1.537, H29 1.090, H58 1.090, H159 1.090
152 H -3.5589 -6.4646 2.7585  O109 0.960
153 H 5.3634 -0.8004 -3.0042  C126 1.090
154 H 0.0575 4.8031 3.6756  C180 1.090
155 H -3.8853 -4.4678 4.8873  C95 1.090
156 H 2.9343 5.6613 -1.5359  O157 0.957
157 O 2.6636 6.0689 -0.7133  H156 0.957, H182 0.957
158 C 6.5190 -2.5478 -3.6097  H10 1.090, H15 1.090, C54 1.525, C126 1.469
159 H -1.9098 3.5721 4.7492  C151 1.090
160 C -2.4920 -2.9794 0.9131  C19 1.560, H37 1.090, H48 1.090, C63 1.537
161 N -2.5588 -4.8862 2.5052  C19 1.478, C23 1.464, O109 1.432
162 C -4.2967 7.0494 1.8957  H24 1.090, H114 1.090, C141 1.546, H175 1.090
163 C -3.4312 3.4996 0.6579  H20 1.090, C93 1.567, H130 1.090, C171 1.614
164 H 8.2543 -5.0856 -4.9854  C149 1.090
165 H -1.5589 2.3970 1.3115  C171 1.090
166 C -3.0974 -5.2332 0.0447  C19 1.615, H42 1.090, H56 1.090, H169 1.090
167 H 2.7331 1.5333 3.6780  C47 1.090
168 C -5.2945 -0.2403 -0.0339  H35 1.090, H62 1.090, C87 1.514, H172 1.090
169 H -2.8356 -4.9602 -0.9776  C166 1.090
170 N 0.7633 0.4392 -0.7987  C28 1.494, C43 1.441, O118 1.355
171 C -1.9566 3.4118 1.3085  C3 1.509, H50 1.090, C163 1.614, H165 1.090
172 H -4.3785 -0.7989 0.1585  C168 1.090
173 H -3.3959 -1.8974 -3.2587  C89 1.090
174 N -5.8758 -1.7946 -1.7759  O2 1.402, C52 1.443, C87 1.512
175 H -4.1343 7.6882 2.7639  C162 1.090
176 H 3.1406 -1.4677 7.2024  C74 1.090
177 H -0.3018 -1.8487 -1.8450  C5 1.090
178 H 4.2107 2.4337 3.6547  C47 1.090
179 H 8.7076 -2.9948 -6.3261  C60 1.090
180 C -0.2987 4.3770 2.7377  C3 1.513, H111 1.090, H132 1.090, H154 1.090
181 O 0.4019 5.3713 -3.9284  H8 0.957, H65 0.957
182 H 3.4034 6.6234 -0.4654  O157 0.957
183 C -2.3053 -2.5187 3.3730  H1 1.090, H17 1.090, C23 1.630, C63 1.543
184 H 3.5072 4.0278 -3.8000  O86 0.957
185 C -0.5580 -4.4385 3.8976  H13 1.090, C23 1.528, H113 1.090, H140 1.090
186 H -1.3662 -1.1373 -3.0418  C5 1.090
187 H 4.1894 -3.6490 -7.8023  C11 1.090
188 C 5.1306 -2.5225 -6.1159  N9 1.480, C11 1.629, C100 1.566, C122 1.555
189 H 6.5424 -2.1674 -7.7997  C122 1.090
190 H 2.8688 -2.4914 5.8426  C74 1.090
191 C 2.9964 0.9032 -1.5867  H12 1.090, C43 1.564, C90 1.596, H138 1.090
192 O 1.2193 1.7591 6.2273  H41 0.960, N64 1.413

Output
* Kohn-Sham gap: 7.9 eV
* HOMO energy: -0.2828 Eh
* LUMO level: 0.22 eV
* SMILES: CC1(C)CCCC(C)(C)N1O.CC1(C)CCCC(C)(C)N1O.CC1(C)CCCC(C)(C)N1O.CC1(C)CCCC(C)(C)N1O.CC1(C)CCCC(C)(C)N1O.CC1(C)CCCC(C)(C)N1O.O.O.O.O

Atomic partial charges in e from the Löwdin method, atoms 1 to 99: number 1, H, carries 0.118; number 2, O, carries 0.002; number 3, C, carries -0.507; number 4, H, carries 0.080; number 5, C, carries -0.024; number 6, H, carries 0.105; number 7, H, carries 0.111; number 8, H, carries -0.044; number 9, N, carries -0.145; number 10, H, carries 0.131; number 11, C, carries -0.018; number 12, H, carries 0.110; number 13, H, carries 0.090; number 14, H, carries 0.074; number 15, H, carries 0.126; number 16, H, carries 0.056; number 17, H, carries 0.101; number 18, C, carries -0.153; number 19, C, carries -0.430; number 20, H, carries 0.085; number 21, H, carries 0.077; number 22, H, carries 0.075; number 23, C, carries -0.461; number 24, H, carries 0.076; number 25, C, carries -0.016; number 26, H, carries 0.083; number 27, H, carries 0.057; number 28, C, carries -0.463; number 29, H, carries 0.076; number 30, H, carries 0.063; number 31, H, carries 0.062; number 32, H, carries 0.080; number 33, H, carries 0.084; number 34, O, carries -0.004; number 35, H, carries 0.074; number 36, H, carries 0.079; number 37, H, carries 0.113; number 38, C, carries -0.028; number 39, H, carries 0.085; number 40, O, carries 0.006; number 41, H, carries 0.103; number 42, H, carries 0.069; number 43, C, carries -0.478; number 44, H, carries 0.119; number 45, H, carries 0.117; number 46, H, carries 0.080; number 47, C, carries -0.021; number 48, H, carries 0.091; number 49, C, carries -0.509; number 50, H, carries 0.076; number 51, H, carries 0.075; number 52, C, carries -0.473; number 53, H, carries 0.083; number 54, C, carries -0.514; number 55, H, carries 0.104; number 56, H, carries 0.078; number 57, H, carries 0.075; number 58, H, carries 0.071; number 59, H, carries 0.082; number 60, C, carries -0.029; number 61, H, carries 0.058; number 62, H, carries 0.086; number 63, C, carries -0.204; number 64, N, carries -0.094; number 65, H, carries -0.026; number 66, C, carries -0.034; number 67, O, carries -0.029; number 68, C, carries -0.460; number 69, H, carries 0.110; number 70, H, carries 0.070; number 71, H, carries 0.058; number 72, H, carries 0.068; number 73, C, carries -0.196; number 74, C, carries -0.139; number 75, C, carries -0.040; number 76, H, carries 0.115; number 77, H, carries 0.085; number 78, H, carries 0.083; number 79, H, carries 0.062; number 80, H, carries 0.056; number 81, H, carries 0.072; number 82, H, carries 0.075; number 83, H, carries 0.101; number 84, H, carries 0.061; number 85, H, carries 0.077; number 86, O, carries -0.031; number 87, C, carries -0.479; number 88, H, carries 0.071; number 89, C, carries -0.134; number 90, C, carries -0.152; number 91, H, carries 0.106; number 92, H, carries 0.115; number 93, C, carries -0.122; number 94, H, carries 0.090; number 95, C, carries -0.059; number 96, C, carries -0.131; number 97, H, carries 0.089; number 98, H, carries 0.078; number 99, H, carries 0.061